No. 1
C2H7NO | ωB97M-V/def2-TZVPD

HOMO = -9.01 eV
net charge = 0
F_max = 3.04 eV/Å
Kohn-Sham gap = 9.94 eV
multiplicity = 1
structure (SMILES) = C=CN.O
LUMO energy = 0.932 eV
energy above the lowest of the compared OMol25 structures with the same formula, charge and spin = 117.05 kJ/mol

Positions of all 11 atoms, in Å:
O 2.027 -0.092 1.665
N -1.245 0.278 0.636
C -0.970 -0.378 -0.630
C 0.156 -0.151 -1.352
H -2.239 0.275 0.934
H 0.730 0.829 -1.253
H 1.095 -0.287 1.340
H -1.340 -1.373 -0.686
H 2.412 0.460 0.998
H -0.967 1.229 0.600
H 0.342 -0.791 -2.251

No. 2
C2H7NO | ωB97M-V/def2-TZVPD

HOMO = -9.53 eV
net charge = 0
F_max = 1.88 eV/Å
Kohn-Sham gap = 10.45 eV
multiplicity = 1
structure (SMILES) = CC=O.N
LUMO energy = 0.916 eV
energy above the lowest of the compared OMol25 structures with the same formula, charge and spin = 79.57 kJ/mol

Positions of all 11 atoms, in Å:
O 2.610 -1.147 -1.508
N -1.518 1.495 1.392
C 0.424 -0.413 -0.718
C 1.549 -1.380 -1.009
H -2.172 0.743 1.425
H -1.656 2.287 0.818
H 0.782 0.599 -0.622
H -0.230 -0.644 -1.565
H -1.072 1.662 2.289
H 1.296 -2.422 -0.708
H -0.013 -0.781 0.206

No. 3
C2H7NO2 | ωB97M-V/def2-TZVPD

HOMO = -9.65 eV
net charge = 0
F_max = 5.71 eV/Å
Kohn-Sham gap = 10.24 eV
multiplicity = 1
structure (SMILES) = CC(N)=O.O
LUMO energy = 0.590 eV
energy above the lowest of the compared OMol25 structures with the same formula, charge and spin = 181.45 kJ/mol

Positions of all 12 atoms, in Å:
O -2.360 0.500 0.169
O 2.644 -0.291 -2.150
N -0.287 -0.228 -0.604
C -1.149 0.169 0.414
C -0.867 -0.005 1.862
H -1.700 0.609 2.226
H -0.375 -1.208 -0.863
H 0.098 0.460 2.186
H -0.100 0.414 -1.379
H 2.432 0.151 -1.319
H -1.215 -1.075 2.163
H 2.878 0.504 -2.704

No. 4
C2H7NO2 | ωB97M-V/def2-TZVPD

HOMO (spin up / spin down) = -15.03 / -14.91 eV
net charge = +1
expectation value of S² = 0.759
F_max = 5.39 eV/Å
Kohn-Sham gap (spin up / spin down) = 10.11 / 5.03 eV
multiplicity = 2
LUMO energy (spin up / spin down) = -4.923 / -9.879 eV
energy above the lowest of the compared OMol25 structures with the same formula, charge and spin = 241.54 kJ/mol

Positions of all 12 atoms, in Å:
O -0.938 0.759 0.205
O 2.575 -1.318 -1.180
N 1.988 -0.397 0.919
C -2.145 0.301 -0.524
C 1.844 -0.631 -0.483
H -2.261 1.102 -1.374
H -3.156 0.255 0.135
H 1.402 0.347 1.437
H -1.947 -0.634 -0.855
H 2.843 -0.789 1.433
H -1.202 0.838 1.127
H 0.997 0.168 -0.840